Density functional theory data (ωB97M-V/def2-TZVPD) for 9 unconnected molecules or ions with the total composition C6H32N2O8 at a distorted geometry.

```
48
Properties=species:S:1:pos:R:3
C -1.30 -2.48 1.19
C -1.22 -1.52 -0.01
C -1.48 -0.03 0.19
C -2.14 0.72 -0.94
C -1.35 0.76 -2.27
N -0.21 1.74 -2.33
C 1.21 1.48 -2.71
N 2.29 1.58 -1.70
H -0.90 -2.13 2.14
H -2.20 -3.12 1.16
H -0.56 -3.32 1.13
H -0.20 -1.68 -0.41
H -1.84 -1.93 -0.82
H -0.53 0.46 0.51
H -2.18 0.12 1.04
H -3.10 0.27 -1.26
H -2.32 1.73 -0.54
H -1.83 0.86 -3.27
H -0.87 -0.24 -2.45
H -0.17 2.37 -1.52
H 1.29 0.50 -3.24
H 1.35 2.39 -3.31
H 2.44 2.57 -1.51
H 2.14 1.11 -0.82
H 3.91 0.08 1.10
H 2.72 0.95 1.46
O 2.95 0.13 0.99
H 1.06 1.05 3.73
H 1.24 2.14 2.70
O 1.73 1.39 3.07
H 2.50 -0.57 -1.60
H 2.22 -1.10 -0.28
O 2.19 -1.40 -1.20
H 1.62 -1.00 1.84
H 1.99 -1.56 3.10
O 1.17 -1.40 2.60
H -0.37 4.23 0.84
H -1.46 3.09 0.66
O -0.55 3.35 0.50
H 0.04 -0.64 3.67
H -1.18 0.22 3.40
O -0.41 0.18 3.98
H 0.03 -1.75 -3.06
H 1.17 -2.41 -2.38
O 0.51 -2.58 -3.09
H -3.59 -1.98 0.28
H -4.67 -2.39 -0.60
O -4.38 -1.60 -0.12
```

The LUMO energy is -0.0011 Ha. Its SMILES is CCCCCNCN.O.O.O.O.O.O.O.O. The value obtained for the HOMO-LUMO gap is 8.08 eV. The energy above the lowest of the compared OMol25 structures with the same formula, charge and spin is 2.854 eV. Its max |F| is 3.1 eV Å⁻¹.

Atom charges from the Löwdin analysis, given in e for atoms 1 to 8: C -0.103; C -0.266; C -0.226; C -0.188; C -0.191; N -0.073; C -0.272; N 0.002